1.
This record from OMol25 describes a structure of composition C6H5ClNO2Ti at a distorted geometry. The level of theory is ωB97M-V/def2-TZVPD.

Output
**Relative energy (zero: lowest compared OMol25 entry of this formula, charge and spin)**: 11.2 kJ/mol
**HOMO (alpha / beta)**: -7.7 / -9.9 eV
**Expectation value of S²**: 3.753
**Gap between HOMO and LUMO (alpha / beta)**: 6.799 / 9.095 eV
**2S+1**: 4
**Charge**: 0
**E_LUMO (alpha / beta)**: -0.92 / -0.78 eV

Last column: natural (NBO) charge in e.
Geometry (Å):
1 Ti 1.9449 2.9863 3.6244  0.81
2 Cl 1.2328 3.9704 1.2822  -0.80
3 C -1.8430 0.2187 0.3594  -0.18
4 C -0.6287 0.8089 0.6628  -0.21
5 C 0.5593 0.2519 0.2213  -0.18
6 C 0.4989 -0.8385 -0.6254  0.01
7 C -0.7118 -1.4016 -0.9678  -0.19
8 C -1.9098 -0.8567 -0.5374  -0.21
9 N 1.7457 -1.4260 -1.1509  0.54
10 O 1.6447 -2.2845 -1.9892  -0.37
11 O 2.7846 -0.9403 -0.7829  -0.38
12 H -2.7479 0.6905 0.7239  0.22
13 H -0.5349 1.6509 1.3358  0.23
14 H 1.5430 0.6214 0.4791  0.25
15 H -0.7463 -2.1955 -1.7049  0.24
16 H -2.8314 -1.2560 -0.9306  0.22

---

2.
This record from OMol25 describes a cluster of 11 separate species, H22O11 in total. The level of theory is ωB97M-V/def2-TZVPD.

Output
**Relative energy (zero: lowest compared OMol25 entry of this formula, charge and spin)**: 97.0 kJ/mol
**SMILES**: O.O.O.O.O.O.O.O.O.O.O
**HOMO**: -10.6 eV
**Gap between HOMO and LUMO**: 10.329 eV
**Charge**: 0
**E_LUMO**: -0.24 eV

Last column: natural (NBO) charge in e.
Geometry (Å):
1 O 1.0249 -0.8819 -2.6555  -1.00
2 H 1.6109 -1.4103 -2.0753  0.49
3 H 0.6566 -0.2045 -2.0729  0.49
4 O -0.7618 -2.6066 1.2958  -0.97
5 H -1.0106 -3.3988 0.7994  0.49
6 H -1.5808 -2.1064 1.3834  0.49
7 O 1.2380 4.3163 -0.7299  -0.96
8 H 0.9866 3.4033 -0.9129  0.48
9 H 1.0799 4.7662 -1.5653  0.47
10 O -1.0303 2.7754 -1.5097  -0.99
11 H -1.6954 2.1341 -1.1800  0.50
12 H -1.5275 3.5852 -1.6615  0.47
13 O 1.8068 -2.8449 2.4380  -0.97
14 H 0.9546 -2.7734 1.9687  0.48
15 H 2.0310 -1.9348 2.6716  0.48
16 O -0.1632 0.0422 -0.2684  -0.99
17 H 0.1019 -0.5381 0.4583  0.49
18 H -0.1663 0.9338 0.1279  0.50
19 O 2.5589 -2.1315 -0.6057  -0.95
20 H 2.9766 -2.8458 -1.1046  0.48
21 H 1.9632 -2.5773 0.0126  0.49
22 O -2.9909 0.8400 -1.0548  -0.96
23 H -3.1364 0.3969 -1.9039  0.50
24 H -3.0270 0.1342 -0.4028  0.48
25 O 0.5067 0.1097 3.6782  -0.97
26 H -0.3816 -0.2189 3.8515  0.46
27 H 0.3905 0.8637 3.0675  0.49
28 O -1.6958 -1.8810 -2.3288  -0.98
29 H -1.3638 -1.3556 -1.5882  0.48
30 H -0.9694 -1.8395 -2.9688  0.50
31 O 0.3259 2.0814 1.6170  -0.97
32 H 1.1519 2.2551 1.1439  0.50
33 H 0.1359 2.9117 2.0752  0.50

---

3.
This record from OMol25 describes a structure of composition C2H5BF2O2 at a distorted geometry. The level of theory is ωB97M-V/def2-TZVPD.

Output
**Relative energy (zero: lowest compared OMol25 entry of this formula, charge and spin)**: 0.0 kJ/mol
**HOMO**: -9.5 eV
**Gap between HOMO and LUMO**: 9.378 eV
**Charge**: 0
**E_LUMO**: -0.11 eV

Last column: natural (NBO) charge in e.
Geometry (Å):
1 B 0.7518 1.2010 0.2312  1.03
2 C -1.2365 -0.5918 -0.5411  -0.69
3 C -1.1838 0.6851 0.1946  0.51
4 O 1.0916 1.5348 -0.9304  -0.87
5 O 1.3946 1.1069 1.4021  -0.89
6 F -1.9703 1.6801 -0.3163  -0.36
7 F -1.7038 0.3397 1.3952  -0.36
8 H -2.2934 -1.0371 -0.6474  0.22
9 H -0.7621 -0.5394 -1.4798  0.21
10 H -0.6766 -1.3011 0.0797  0.22
11 H 2.0314 1.5498 -1.0912  0.49
12 H 2.3439 1.1600 1.3893  0.49

---

no.,DFT total energy (eV)
1,-47520.578
2,-22880.509
3,-12362.801